# 1
C5H9NO | ωB97M-V/def2-TZVPD

Values from the calculation:
SMILES: C=C(C)C#N.[H][H].C=O

```
16
Properties=species:S:1:pos:R:3:forces:R:3
C 1.462 0.258 -0.912 0.1 0.0 -0.1
C 0.095 -0.380 -0.822 -0.2 0.0 -0.5
C -1.026 0.265 -1.153 0.2 -0.3 -0.3
C 0.119 -0.168 1.950 0.0 0.3 0.3
O -0.274 0.917 2.304 0.4 -0.6 0.2
C 0.009 -1.787 -0.525 0.0 -1.0 0.1
N -0.055 -2.924 -0.311 0.1 1.0 -0.1
H 1.452 1.268 -0.490 -0.1 -0.2 -0.1
H 2.226 -0.323 -0.392 -0.1 0.0 -0.1
H 1.747 0.318 -1.965 0.1 0.1 0.1
H -0.988 1.294 -1.498 0.0 -0.1 0.1
H -1.803 1.415 0.332 -0.3 0.3 0.3
H -1.999 -0.214 -1.126 0.2 0.0 -0.1
H -0.535 -1.059 1.888 0.0 0.2 0.1
H 1.179 -0.328 1.671 -0.1 0.0 0.1
H -1.608 1.448 1.048 -0.4 0.3 -0.1
```
Forces are in eV/Å.



# 2
C5H9NO | ωB97M-V/def2-TZVPD

Values from the calculation:
SMILES: CC1(C)CNC1=O

```
16
Properties=species:S:1:pos:R:3:forces:R:3
C 1.409 0.622 -0.181 0.0 0.1 0.0
C 0.131 -0.192 0.055 0.0 0.0 0.1
C 0.343 -1.157 1.233 0.0 -0.1 -0.1
C -1.146 0.654 0.234 -0.1 0.2 0.3
N -1.325 0.649 -1.209 -0.2 -0.2 -0.1
C -0.468 -0.411 -1.417 0.1 -0.2 -0.2
O -0.264 -1.062 -2.411 0.1 0.1 0.8
H 2.207 -0.054 -0.507 -0.1 0.1 0.0
H 1.748 1.129 0.730 -0.1 -0.1 -0.1
H 1.261 1.371 -0.964 0.0 -0.1 0.1
H 0.917 -0.613 2.002 -0.1 -0.1 -0.3
H 0.906 -2.065 1.008 0.0 0.1 -0.2
H -0.599 -1.440 1.716 0.1 -0.1 -0.3
H -1.925 0.058 0.729 0.1 0.3 0.1
H -1.040 1.626 0.717 0.0 0.1 -0.2
H -2.155 0.884 -1.734 0.1 -0.1 0.0
```
Forces are in eV/Å.



# 3
C5H9NO | ωB97M-V/def2-TZVPD

Values from the calculation:
SMILES: C=CC[C@@H](N)C=O

```
16
Properties=species:S:1:pos:R:3:forces:R:3
O -0.279 -2.702 1.280 -0.1 -1.3 1.2
C -0.025 -1.545 1.139 -1.4 -2.4 -3.5
C -0.044 -1.044 -0.280 2.4 3.1 -0.2
C 0.310 0.504 -0.208 2.0 -2.5 3.3
C -0.698 1.359 0.498 0.5 -0.4 -0.6
C -0.821 2.544 -0.049 1.7 0.5 -1.1
N 1.015 -1.687 -1.081 -0.5 2.5 3.6
H 0.194 -0.931 1.922 0.8 2.1 2.5
H -1.036 -0.999 -0.707 -0.3 -1.1 -0.2
H 0.576 0.860 -1.156 -0.1 0.6 -1.4
H 1.338 0.510 0.357 -1.6 0.1 -0.7
H -1.316 1.095 1.401 0.7 -0.1 -1.2
H -1.515 3.175 0.301 -2.6 2.5 1.5
H -0.166 3.071 -0.788 -0.5 -1.4 0.3
H 0.763 -1.941 -1.930 -1.4 -1.5 -4.6
H 1.706 -2.268 -0.700 0.4 -0.8 1.0
```
Forces are in eV/Å.



# 4
C5H9NO | ωB97M-V/def2-TZVPD

```
16
Properties=species:S:1:pos:R:3:forces:R:3
C -2.116 -0.269 -0.222 -0.2 0.0 0.0
C -0.591 -0.359 -0.097 0.0 0.0 -0.3
C 0.103 0.971 0.138 0.5 0.0 -1.2
C 2.001 0.676 -0.150 -4.4 1.1 0.0
O 2.198 -0.434 -0.935 0.3 -0.3 0.9
C -0.216 -1.307 0.960 0.3 -0.7 0.7
N 0.101 -2.037 1.799 -0.3 0.6 -0.7
H -2.386 0.395 -1.050 0.1 -0.1 0.2
H -2.560 0.123 0.698 0.0 0.0 -0.1
H -2.553 -1.253 -0.423 0.1 0.1 0.1
H -0.192 -0.775 -1.027 0.0 0.0 0.0
H -0.161 1.683 -0.635 -0.3 0.1 -0.1
H -0.197 1.396 1.127 0.8 -0.3 -0.6
H 1.638 0.612 0.871 2.7 -0.3 0.8
H 2.221 1.564 -0.715 0.3 0.5 0.7
H 2.709 -0.986 -0.339 0.0 -0.8 -0.4
```
Forces are in eV/Å.



LUMO energy / Ha: 0.0035, 0.0309, 0.0311, 0.0318
Total energy / Eh: -325.794487, -325.895247, -325.811457, -325.801467